No. 1
{
  "formula": "C31H67Br4N5O14",
  "method": "ωB97M-V/def2-TZVPD",
  "species": ["Br", "Br", "Br", "Br", "O", "O", "O", "O", "O", "O", "O", "O", "O", "O", "O", "O", "O", "O", "N", "N", "N", "N", "N", "C", "C", "C", "C", "C", "C", "C", "C", "C", "C", "C", "C", "C", "C", "C", "C", "C", "C", "C", "C", "C", "C", "C", "C", "C", "C", "C", "C", "C", "C", "C", "H", "H", "H", "H", "H", "H", "H", "H", "H", "H", "H", "H", "H", "H", "H", "H", "H", "H", "H", "H", "H", "H", "H", "H", "H", "H", "H", "H", "H", "H", "H", "H", "H", "H", "H", "H", "H", "H", "H", "H", "H", "H", "H", "H", "H", "H", "H", "H", "H", "H", "H", "H", "H", "H", "H", "H", "H", "H", "H", "H", "H", "H", "H", "H", "H", "H", "H"],
  "xyz": [[4.33, 4.11, 6.06], [7.77, 1.19, 7.56], [-7.93, 1.11, -2.24], [-7.69, -1.44, -4.55], [-1.48, -0.33, -9.85], [4.47, 6.50, -4.97], [-0.37, -0.56, 0.32], [-3.55, 0.60, -10.02], [-5.92, -3.66, 5.91], [9.71, -1.23, 1.34], [9.91, -0.73, -0.89], [-3.29, 6.20, -3.31], [-5.96, -5.92, 6.24], [-2.19, 2.04, 8.39], [-3.47, -1.48, -9.54], [-6.45, -4.42, 7.88], [8.23, -0.07, 0.51], [1.44, -7.37, 3.95], [3.52, 6.38, -7.10], [1.70, -9.67, 4.18], [-3.39, 3.55, 7.22], [1.02, -1.72, -1.07], [-1.59, 7.19, -2.10], [9.29, -0.72, 0.20], [5.14, 2.53, 6.94], [-3.02, 1.94, -10.11], [3.09, -9.45, 4.65], [-2.82, 2.34, 7.37], [-5.92, -3.76, 4.57], [2.08, -2.83, -1.19], [-3.01, -2.73, -9.07], [-1.59, 8.44, -2.84], [3.66, 6.87, -8.50], [1.05, -8.55, 3.79], [10.43, -2.44, 1.40], [-0.76, 7.23, -0.86], [1.19, -10.98, 3.92], [-3.94, 4.01, 5.89], [-3.97, -3.80, -9.70], [-6.39, -3.12, 10.07], [0.33, -1.41, -2.33], [0.67, -1.27, 0.13], [3.10, 4.94, -7.00], [-2.70, -0.40, -9.77], [6.65, 2.68, 6.76], [-6.08, -3.19, 8.54], [-6.05, -4.78, 6.67], [-2.39, 6.16, -2.44], [4.15, 7.00, -6.08], [-3.21, 4.64, 8.17], [7.42, 0.42, -0.60], [-8.46, 1.32, -4.21], [9.38, -3.62, 1.55], [-7.62, 0.46, -5.06], [-5.04, -3.64, -9.56], [-2.95, 2.27, -9.08], [-6.06, -4.05, 10.52], [-3.05, 4.22, 9.16], [3.11, -9.70, 5.71], [8.93, -3.73, 2.54], [-4.93, 4.48, 5.92], [1.77, -11.67, 3.31], [11.19, -2.35, 2.17], [0.06, -8.76, 3.35], [-0.79, 8.32, -3.57], [6.90, 2.60, 5.70], [-1.96, -2.90, -9.30], [-2.32, 5.19, 7.84], [-0.11, -2.27, -2.84], [7.33, -0.29, -1.41], [4.55, 6.34, -8.85], [3.86, 4.27, -7.40], [0.20, -10.91, 3.46], [-3.99, 3.24, 5.13], [-2.97, 1.67, 6.51], [-5.03, -2.94, 8.39], [-2.54, 8.72, -3.30], [4.51, 7.99, -6.40], [2.68, -2.81, -2.10], [-3.89, -3.74, -10.79], [-5.33, -4.63, 4.27], [7.97, 1.33, -0.85], [11.01, -2.53, 0.48], [0.31, 7.33, -1.05], [-3.11, -2.68, -7.99], [1.02, -11.53, 4.85], [-3.65, -4.83, -9.59], [-3.79, 2.56, -10.58], [-6.61, -2.41, 8.00], [-0.47, -0.67, -2.24], [8.62, -3.66, 0.77], [-0.88, 8.16, -0.31], [2.66, -2.99, -0.28], [2.80, 6.56, -9.09], [4.91, 2.70, 8.00], [-3.20, 4.66, 5.43], [3.48, -8.44, 4.57], [2.19, 4.82, -7.59], [3.88, 7.93, -8.60], [2.85, 4.60, -6.00], [-7.75, 0.56, -6.13], [-0.92, 6.39, -0.19], [-5.40, -2.89, 4.19], [-9.48, 0.92, -4.22], [1.56, -3.79, -1.30], [7.03, 3.61, 7.16], [-7.48, -3.12, 10.08], [4.62, 1.68, 6.51], [-4.10, 5.26, 8.11], [-8.35, 2.33, -4.60], [1.02, -0.94, -3.03], [9.99, -4.51, 1.39], [-6.93, -3.81, 4.17], [-2.14, 2.00, -10.76], [3.87, -9.95, 4.07], [1.26, -1.58, 1.01], [-5.82, -2.28, 10.47], [-2.24, 5.29, -1.79], [-1.34, 9.20, -2.09], [-6.57, 0.72, -4.95], [6.50, 0.90, -0.24]],
  "lowdin_charge": [0.583, 0.522, 0.516, 0.568, 0.109, -0.032, -0.058, -0.019, -0.028, 0.010, 0.090, -0.038, 0.126, -0.008, 0.006, 0.037, 0.016, -0.034, -0.185, -0.183, -0.192, -0.164, -0.187, -0.624, -0.638, -0.027, -0.037, -0.344, -0.100, -0.027, -0.199, -0.043, -0.043, -0.308, -0.187, -0.042, -0.077, -0.048, -0.053, -0.045, -0.053, -0.317, -0.037, -0.554, -0.663, -0.203, -0.555, -0.327, -0.331, -0.045, 0.002, -0.611, -0.041, -0.716, 0.075, 0.100, 0.074, 0.087, 0.089, 0.071, 0.082, 0.087, 0.122, 0.129, 0.097, 0.040, 0.121, 0.093, 0.087, 0.102, 0.086, 0.087, 0.084, 0.077, 0.133, 0.120, 0.090, 0.127, 0.078, 0.068, 0.099, 0.095, 0.113, 0.083, 0.120, 0.086, 0.070, 0.089, 0.115, 0.084, 0.074, 0.075, 0.078, 0.082, 0.050, 0.081, 0.080, 0.079, 0.082, 0.085, 0.068, 0.084, 0.100, 0.049, 0.076, 0.048, 0.074, 0.058, 0.085, 0.075, 0.084, 0.065, 0.105, 0.096, 0.084, 0.132, 0.080, 0.130, 0.078, 0.051, 0.092],
  "multiplicity": 1,
  "gap_ha": 0.35132,
  "molar_mass_g_mol": 1053.51,
  "smiles": "CCOC(=O)OC.CCOC(=O)OC.CCOC(=O)OC.CN(C)C=O.CN(C)C=O.CN(C)C=O.CN(C)C=O.CN(C)C=O.BrCCBr.BrCCBr",
  "e_tot_ha": -12844.43735,
  "homo_ha": -0.3416
}

---

No. 2
{
  "formula": "C31H67FN2O15",
  "method": "ωB97M-V/def2-TZVPD",
  "species": ["F", "O", "O", "O", "O", "O", "O", "O", "O", "O", "O", "O", "O", "O", "O", "O", "N", "N", "C", "C", "C", "C", "C", "C", "C", "C", "C", "C", "C", "C", "C", "C", "C", "C", "C", "C", "C", "C", "C", "C", "C", "C", "C", "C", "C", "C", "C", "C", "C", "H", "H", "H", "H", "H", "H", "H", "H", "H", "H", "H", "H", "H", "H", "H", "H", "H", "H", "H", "H", "H", "H", "H", "H", "H", "H", "H", "H", "H", "H", "H", "H", "H", "H", "H", "H", "H", "H", "H", "H", "H", "H", "H", "H", "H", "H", "H", "H", "H", "H", "H", "H", "H", "H", "H", "H", "H", "H", "H", "H", "H", "H", "H", "H", "H", "H", "H"],
  "xyz": [[-2.81, 3.32, 1.66], [-0.43, 4.20, 0.44], [3.20, 9.93, 3.99], [7.33, 0.80, 0.16], [-4.47, -1.93, -0.86], [3.89, 0.67, 0.28], [-4.59, -11.85, -4.59], [-2.03, 0.96, 1.34], [-0.43, 1.18, 2.91], [-6.40, -10.02, -6.25], [-5.85, -4.04, -2.57], [5.72, -1.78, 0.43], [-3.70, -8.70, -5.68], [4.91, 8.81, 6.27], [4.50, 11.82, 6.58], [-2.83, -4.47, -2.48], [1.00, 6.29, 3.16], [-1.85, 2.90, 2.56], [3.50, 8.93, 6.18], [8.46, 1.16, 0.92], [-1.35, 1.64, 2.28], [5.70, 9.88, 5.79], [-4.97, -12.57, -3.44], [-5.48, -11.01, -6.68], [0.94, 5.40, 2.00], [6.19, -1.13, -0.74], [5.19, -0.98, 1.48], [2.95, 8.77, 4.78], [3.35, 9.64, 2.62], [-1.20, 0.51, 0.25], [-4.70, -0.53, -0.88], [3.82, -0.41, 1.20], [4.15, 12.49, 7.76], [-5.34, -12.19, -5.74], [-4.85, -3.55, -3.44], [-6.02, -9.18, -5.18], [5.71, 11.10, 6.68], [-2.19, -5.71, -2.27], [-0.92, 3.97, 2.87], [-2.89, -8.02, -6.61], [-5.59, -4.04, -1.18], [2.74, 0.80, -0.51], [-0.46, 4.85, 1.68], [-1.53, 1.24, -0.96], [-1.73, 1.95, -1.90], [7.50, -0.40, -0.56], [-3.67, -4.47, -3.62], [-4.99, -8.13, -5.54], [-5.63, -2.68, -0.53], [-0.15, 0.69, 0.49], [2.94, 1.55, -1.28], [1.89, 1.15, 0.10], [1.86, 8.62, 4.84], [5.89, -0.20, 1.77], [-5.34, -3.46, -4.41], [-1.99, -8.62, -6.75], [-1.44, -5.92, -3.05], [-4.87, -0.14, 0.12], [-1.91, 2.58, -2.73], [-5.30, -7.64, -6.47], [1.33, 5.89, 1.12], [6.54, 11.75, 6.37], [-6.40, -4.63, -0.74], [3.15, 9.85, 6.63], [1.57, 4.53, 2.21], [-4.50, -10.58, -6.91], [-3.80, -0.07, -1.30], [-5.70, -9.75, -4.31], [5.44, 10.14, 4.76], [-1.68, -5.66, -1.30], [3.17, -1.20, 0.81], [-2.61, -7.03, -6.25], [-5.90, -11.39, -7.61], [3.14, 12.89, 7.63], [-4.44, -12.14, -2.60], [5.88, 10.78, 7.72], [2.41, 9.32, 2.17], [-6.53, -2.15, -0.86], [2.47, -0.14, -1.00], [9.30, 1.46, 0.28], [5.08, -1.67, 2.32], [3.40, 7.89, 4.31], [-5.55, -0.28, -1.53], [-2.91, -6.53, -2.24], [6.72, 9.48, 5.78], [3.69, 10.56, 2.14], [-4.70, -13.63, -3.53], [7.90, -0.17, -1.56], [4.11, 8.86, 2.46], [6.36, -1.94, -1.45], [0.17, 6.86, 3.21], [-6.05, -12.49, -3.26], [5.43, -0.47, -1.16], [-1.43, 4.63, 3.58], [8.18, 2.01, 1.54], [-6.34, -12.54, -5.46], [-4.65, -4.56, -0.95], [-6.93, -8.65, -4.90], [-4.52, -2.55, -3.14], [-0.07, 3.55, 3.39], [-4.83, -13.00, -6.28], [-0.11, 3.29, 0.53], [1.08, 5.76, 4.01], [3.11, 8.10, 6.77], [-4.04, -5.49, -3.82], [3.40, -0.04, 2.14], [8.21, -1.06, -0.05], [-5.67, -2.81, 0.56], [8.77, 0.34, 1.57], [4.14, 11.81, 8.62], [-1.13, 5.71, 1.61], [-1.36, -0.56, 0.10], [-3.40, -7.92, -7.58], [-4.96, -7.39, -4.74], [-3.09, -4.14, -4.49], [4.83, 13.32, 7.97]],
  "lowdin_charge": [0.032, -0.007, -0.196, -0.197, -0.198, -0.191, -0.197, 0.024, 0.136, -0.121, -0.122, -0.122, -0.196, -0.122, -0.197, -0.195, 0.019, 0.013, -0.185, -0.114, -0.538, -0.187, -0.115, -0.186, -0.230, -0.186, -0.185, -0.216, -0.113, -0.155, -0.099, -0.198, -0.116, -0.206, -0.183, -0.183, -0.206, -0.108, -0.078, -0.112, -0.185, -0.108, -0.363, -0.104, 0.145, -0.206, -0.203, -0.200, -0.205, 0.097, 0.093, 0.067, 0.117, 0.121, 0.128, 0.088, 0.088, 0.094, 0.039, 0.129, 0.114, 0.128, 0.128, 0.121, 0.120, 0.121, 0.062, 0.122, 0.121, 0.088, 0.127, 0.082, 0.128, 0.087, 0.087, 0.125, 0.083, 0.126, 0.093, 0.088, 0.129, 0.118, 0.091, 0.088, 0.128, 0.086, 0.088, 0.128, 0.088, 0.128, 0.072, 0.088, 0.121, 0.126, 0.088, 0.126, 0.121, 0.130, 0.121, 0.125, 0.128, 0.079, 0.069, 0.127, 0.103, 0.130, 0.126, 0.129, 0.088, 0.087, 0.144, 0.137, 0.089, 0.112, 0.129, 0.088],
  "multiplicity": 1,
  "gap_ha": 0.35456,
  "molar_mass_g_mol": 726.87,
  "smiles": "C#CCOC(=O)N(F)C[C@H](O)CN.COCCOCCOC.COCCOCCOC.COCCOCCOC.COCCOCCOC",
  "e_tot_ha": -2558.93180,
  "homo_ha": -0.3331
}